Run one
Computed, not measured: a 9-piece molecular cluster, C36H72O18 overall, with ωB97M-V/def2-TZVPD.

Last column: Löwdin charge in e.
Element x y z (Å)
1 O -3.118 0.058 -1.468  0.083
2 C -3.875 -0.833 -1.642  -0.573
3 O -5.039 -0.685 -2.255  0.023
4 C -5.259 0.716 -2.673  -0.187
5 C -5.555 1.755 -1.624  -0.063
6 C -3.746 -2.207 -0.990  0.030
7 H -6.071 0.612 -3.353  0.107
8 H -4.432 1.124 -3.299  0.126
9 H -5.674 2.688 -2.064  0.056
10 H -4.690 1.927 -0.941  0.060
11 H -6.470 1.473 -1.069  0.097
12 H -3.872 -3.038 -1.725  0.098
13 H -4.601 -2.244 -0.320  0.084
14 H -2.776 -2.349 -0.473  0.074
15 O 1.162 -0.708 -4.489  0.088
16 C 0.307 -0.690 -5.313  -0.586
17 O -0.667 0.181 -5.361  0.008
18 C -0.600 1.323 -4.423  -0.181
19 C -1.221 2.451 -5.179  -0.074
20 C 0.247 -1.767 -6.366  0.023
21 H 0.472 1.496 -4.144  0.107
22 H -1.091 0.996 -3.540  0.097
23 H -1.192 3.436 -4.629  0.096
24 H -2.267 2.267 -5.523  0.089
25 H -0.637 2.710 -6.051  0.069
26 H 0.532 -2.759 -5.957  0.084
27 H 1.030 -1.728 -7.140  0.091
28 H -0.680 -1.815 -6.929  0.076
29 O 1.864 -2.188 -0.420  0.065
30 C 0.897 -1.447 -0.499  -0.548
31 O 0.812 -0.457 0.352  0.005
32 C 1.731 -0.415 1.455  -0.207
33 C 1.363 0.713 2.348  -0.026
34 C -0.223 -1.498 -1.419  0.044
35 H 2.739 -0.393 1.109  0.106
36 H 1.542 -1.369 1.852  0.088
37 H 1.470 1.616 1.803  0.044
38 H 1.964 0.600 3.285  0.110
39 H 0.294 0.720 2.658  0.071
40 H -1.084 -0.875 -1.187  0.063
41 H -0.425 -2.538 -1.703  0.114
42 H 0.223 -1.017 -2.311  0.093
43 O 0.232 1.659 5.694  0.116
44 C -0.887 1.249 5.686  -0.548
45 O -1.133 -0.100 5.835  -0.046
46 C -0.085 -1.092 6.137  -0.207
47 C 0.220 -1.122 7.595  -0.086
48 C -2.093 2.064 5.571  0.015
49 H 0.883 -0.962 5.702  0.092
50 H -0.547 -1.971 5.700  0.119
51 H 0.661 -0.192 7.944  0.072
52 H 0.976 -1.839 7.883  0.071
53 H -0.707 -1.240 8.293  0.113
54 H -2.734 1.891 6.434  0.104
55 H -2.731 1.817 4.727  0.062
56 H -1.797 3.113 5.454  0.088
57 O 2.253 -2.417 4.013  0.096
58 C 2.934 -3.119 3.327  -0.585
59 O 2.437 -4.223 2.735  -0.015
60 C 1.063 -4.537 2.872  -0.246
61 C 0.823 -5.310 4.143  -0.074
62 C 4.247 -2.797 2.825  0.010
63 H 0.805 -4.958 1.887  0.132
64 H 0.369 -3.651 2.989  0.128
65 H 1.514 -6.208 4.167  0.100
66 H -0.196 -5.699 4.137  0.078
67 H 1.000 -4.707 5.016  0.065
68 H 4.159 -2.475 1.744  0.107
69 H 4.990 -3.663 2.793  0.116
70 H 4.758 -1.968 3.368  0.104
71 O 1.234 4.417 1.503  0.071
72 C 0.057 4.330 1.884  -0.492
73 O -0.914 3.664 1.239  -0.046
74 C -0.657 3.168 -0.061  -0.205
75 C -2.031 3.127 -0.736  -0.036
76 C -0.557 4.781 3.187  0.028
77 H -0.228 2.168 0.096  0.118
78 H -0.048 3.884 -0.546  0.098
79 H -2.022 2.645 -1.674  0.047
80 H -2.430 4.160 -0.800  0.095
81 H -2.773 2.640 -0.095  0.051
82 H -1.501 5.285 2.981  0.079
83 H -0.050 5.559 3.730  0.079
84 H -0.760 3.865 3.820  0.087
85 O 2.340 -4.458 -4.943  0.092
86 C 3.507 -4.584 -4.710  -0.587
87 O 4.116 -4.063 -3.684  -0.004
88 C 3.314 -3.299 -2.752  -0.179
89 C 4.386 -2.487 -1.998  -0.051
90 C 4.418 -5.430 -5.572  0.019
91 H 2.755 -3.974 -2.078  0.132
92 H 2.672 -2.630 -3.304  0.101
93 H 4.926 -3.230 -1.438  0.072
94 H 3.847 -1.859 -1.351  0.024
95 H 5.059 -1.956 -2.667  0.083
96 H 4.218 -5.451 -6.674  0.103
97 H 4.355 -6.456 -5.191  0.091
98 H 5.407 -5.113 -5.402  0.056
99 O 1.611 2.622 -2.013  0.068
100 C 2.823 2.600 -1.821  -0.452
101 O 3.721 2.860 -2.825  -0.030
102 C 3.251 3.107 -4.169  -0.204
103 C 4.004 2.197 -5.144  -0.064
104 C 3.570 2.236 -0.569  0.045
105 H 3.567 4.080 -4.500  0.114
106 H 2.195 2.886 -4.139  0.088
107 H 3.957 1.179 -4.859  0.052
108 H 5.078 2.610 -5.116  0.105
109 H 3.633 2.298 -6.173  0.078
110 H 3.569 1.112 -0.546  0.103
111 H 3.134 2.492 0.371  0.064
112 H 4.581 2.607 -0.634  0.085
113 O -4.732 -0.169 1.755  0.108
114 C -3.760 0.470 2.044  -0.604
115 O -3.725 1.746 2.300  -0.018
116 C -5.003 2.378 2.395  -0.201
117 C -4.824 3.496 3.426  -0.047
118 C -2.399 -0.065 2.252  0.043
119 H -5.813 1.650 2.644  0.134
120 H -5.280 2.810 1.423  0.119
121 H -5.723 4.102 3.509  0.079
122 H -4.072 4.098 3.023  0.048
123 H -4.588 3.111 4.442  0.081
124 H -1.600 0.636 1.946  0.079
125 H -2.308 -1.013 1.765  0.074
126 H -2.308 -0.225 3.389  0.119

* frontier orbital gap: 0.3846 Ha

***

Run two
Computed, not measured: a 12-piece molecular cluster, C36H72O18 overall, with ωB97M-V/def2-TZVPD.

Last column: Löwdin charge in e.
Element x y z (Å)
1 C -14.769 -8.131 18.729  -0.023
2 O -13.750 -7.734 17.785  -0.008
3 C -13.395 -8.603 16.836  -0.554
4 O -14.037 -9.643 16.563  0.067
5 O -12.323 -8.180 16.158  -0.004
6 C -11.623 -8.971 15.216  -0.048
7 H -15.596 -8.570 18.170  0.088
8 H -15.272 -7.226 19.071  0.094
9 H -14.351 -8.807 19.474  0.103
10 H -10.884 -8.322 14.745  0.094
11 H -12.238 -9.440 14.448  0.096
12 H -11.031 -9.743 15.707  0.095
13 C -12.135 -18.972 6.701  -0.051
14 O -11.186 -18.476 7.614  -0.015
15 C -11.323 -17.204 8.068  -0.508
16 O -12.294 -16.417 8.058  0.090
17 O -10.106 -17.026 8.614  -0.008
18 C -9.774 -15.801 9.119  -0.087
19 H -11.636 -19.086 5.739  0.093
20 H -12.977 -18.294 6.553  0.094
21 H -12.405 -19.960 7.074  0.096
22 H -9.172 -15.303 8.359  0.094
23 H -9.018 -16.033 9.870  0.100
24 H -10.550 -15.081 9.377  0.102
25 C -26.444 -4.839 26.204  -0.022
26 O -25.353 -5.197 25.279  -0.042
27 C -24.117 -4.554 25.397  -0.569
28 O -23.708 -3.939 26.390  0.084
29 O -23.417 -4.755 24.331  0.008
30 C -22.082 -4.264 24.145  -0.013
31 H -26.074 -4.919 27.226  0.086
32 H -27.359 -5.399 26.015  0.091
33 H -26.601 -3.768 26.082  0.088
34 H -21.816 -4.440 23.103  0.094
35 H -21.348 -4.777 24.766  0.098
36 H -22.078 -3.195 24.358  0.098
37 C -16.737 -7.187 28.562  -0.010
38 C -16.160 -7.634 27.170  -0.447
39 O -15.495 -6.991 26.389  0.052
40 C -16.465 -9.108 26.755  -0.037
41 H -16.868 -6.109 28.464  0.074
42 H -15.910 -7.320 29.259  0.083
43 H -17.663 -7.743 28.707  0.072
44 H -17.365 -9.548 27.184  0.059
45 H -15.691 -9.829 27.018  0.079
46 H -16.758 -9.136 25.706  0.075
47 C -14.174 -0.066 24.053  -0.037
48 C -13.793 -0.169 22.666  -0.505
49 O -13.400 0.804 21.983  0.030
50 C -14.036 -1.559 22.069  -0.024
51 H -13.852 -1.015 24.483  0.087
52 H -15.260 -0.004 23.977  0.108
53 H -13.725 0.838 24.465  0.097
54 H -15.023 -1.540 21.607  0.087
55 H -14.130 -2.340 22.824  0.071
56 H -13.217 -1.734 21.371  0.086
57 C -18.016 -12.000 10.364  -0.034
58 C -18.748 -12.855 11.398  -0.477
59 O -19.805 -13.388 10.997  0.031
60 C -18.049 -13.192 12.653  -0.028
61 H -18.769 -11.429 9.822  0.078
62 H -17.498 -12.619 9.630  0.085
63 H -17.287 -11.309 10.786  0.072
64 H -17.127 -13.750 12.490  0.096
65 H -18.790 -13.895 13.035  0.084
66 H -17.970 -12.313 13.293  0.093
67 C -3.537 -8.830 8.569  -0.031
68 C -2.090 -8.516 8.192  -0.462
69 O -1.680 -7.318 8.257  0.017
70 C -1.377 -9.585 7.460  -0.037
71 H -3.683 -9.848 8.931  0.074
72 H -4.048 -8.594 7.636  0.091
73 H -3.920 -8.182 9.357  0.080
74 H -1.431 -10.490 8.066  0.085
75 H -0.342 -9.253 7.382  0.087
76 H -1.789 -9.711 6.459  0.097
77 C -4.473 -5.764 20.797  -0.019
78 C -5.845 -6.087 20.128  -0.468
79 O -5.800 -6.430 18.990  0.067
80 C -7.200 -5.921 20.878  -0.020
81 H -4.122 -4.789 20.460  0.079
82 H -3.699 -6.433 20.421  0.077
83 H -4.626 -5.834 21.874  0.066
84 H -7.495 -4.875 20.956  0.078
85 H -7.147 -6.260 21.913  0.066
86 H -8.012 -6.497 20.434  0.075
87 C -10.094 -12.536 21.911  -0.025
88 C -10.420 -13.946 22.234  -0.539
89 O -11.456 -14.190 22.810  0.063
90 C -9.469 -15.010 21.828  -0.029
91 H -10.385 -12.406 20.868  0.096
92 H -9.017 -12.424 22.034  0.084
93 H -10.693 -11.951 22.609  0.090
94 H -8.791 -14.728 21.022  0.080
95 H -9.994 -15.899 21.480  0.086
96 H -8.907 -15.369 22.690  0.093
97 C -13.315 -8.981 6.489  -0.033
98 C -13.501 -7.562 7.005  -0.433
99 O -13.053 -7.253 8.127  0.027
100 C -14.575 -6.738 6.263  -0.035
101 H -13.840 -9.056 5.537  0.071
102 H -13.556 -9.752 7.221  0.088
103 H -12.251 -9.174 6.357  0.082
104 H -15.562 -7.200 6.245  0.083
105 H -14.391 -6.759 5.189  0.072
106 H -14.728 -5.704 6.575  0.078
107 C -8.472 -2.536 12.874  -0.030
108 C -8.077 -1.466 13.790  -0.560
109 O -6.982 -1.096 13.843  0.110
110 C -9.155 -0.933 14.791  -0.013
111 H -7.887 -3.451 12.963  0.095
112 H -8.350 -2.308 11.815  0.091
113 H -9.533 -2.639 13.101  0.074
114 H -8.627 -0.260 15.467  0.076
115 H -9.562 -1.772 15.356  0.078
116 H -9.888 -0.438 14.154  0.080
117 C -19.238 -14.890 22.105  -0.033
118 C -19.625 -13.548 21.477  -0.428
119 O -20.320 -12.707 22.117  0.014
120 C -18.884 -13.217 20.160  -0.029
121 H -19.871 -14.928 22.991  0.077
122 H -18.170 -14.945 22.315  0.089
123 H -19.646 -15.670 21.461  0.080
124 H -19.347 -12.467 19.519  0.078
125 H -18.932 -14.140 19.581  0.069
126 H -17.831 -13.032 20.370  0.085

* frontier orbital gap: 0.3479 Ha

***

Least stable = run two

***

Run one
Computed, not measured: a 3-piece molecular cluster, C4H7N4O3S2 overall, with ωB97M-V/def2-TZVPD.

Last column: natural (NBO) charge in e.
Element x y z (Å)
1 C 0.818 1.782 -0.495  0.157
2 C -1.632 -2.324 0.511  0.409
3 C 2.191 0.008 -0.610  0.591
4 C 3.445 -0.629 -1.122  -0.707
5 N -0.927 0.896 0.932  -0.222
6 N -0.004 1.103 0.265  0.104
7 N -3.442 0.372 1.367  -0.980
8 N 1.298 -0.511 0.114  -0.691
9 O 1.959 1.268 -1.051  -0.424
10 O -3.456 1.934 -0.334  -0.738
11 O -1.916 -2.196 1.622  -0.478
12 S -1.263 -2.433 -0.980  0.074
13 S -4.407 1.182 0.428  1.615
14 H 0.601 2.724 -0.761  0.221
15 H 3.332 -1.695 -1.273  0.247
16 H 4.375 -0.518 -0.418  0.269
17 H 3.681 -0.074 -2.158  0.256
18 H -2.311 0.567 1.149  0.438
19 H -3.676 -0.034 2.303  0.462
20 H 1.333 -1.421 0.511  0.397

* frontier orbital gap: 0.1966 Ha
* charge: +1

***

Run two
Computed, not measured: an isolated ion of composition C4H7N4O3S2 and charge +1, with ωB97M-V/def2-TZVPD.

Last column: natural (NBO) charge in e.
Element x y z (Å)
1 C -0.235 -0.838 -1.848  -0.072
2 C -1.072 -0.911 0.775  -0.064
3 C 1.180 0.982 -1.577  0.724
4 C 2.372 1.797 -1.991  -0.700
5 N -1.250 0.278 0.469  -0.211
6 N -1.026 0.924 -0.650  -0.079
7 N -2.199 -1.031 3.260  -1.032
8 N 0.216 1.563 -0.888  -0.384
9 O 0.945 -0.157 -2.141  -0.423
10 O -0.974 -3.074 2.056  -0.863
11 O 0.425 -1.159 2.719  -0.860
12 S -0.318 -2.007 -0.590  0.304
13 S -0.901 -1.710 2.437  2.259
14 H -0.939 -0.582 -2.613  0.241
15 H 2.211 2.322 -2.970  0.294
16 H 3.135 1.138 -2.248  0.269
17 H 2.787 2.334 -1.206  0.259
18 H -2.986 -1.680 3.211  0.450
19 H -1.919 -0.367 3.957  0.452
20 H 0.548 2.178 -0.161  0.438

* frontier orbital gap (spin up / spin down): 0.3159 / 0.3158 Ha
* charge: +1

***

Least stable = run two